C39H44FN8O9SSiY | ωB97M-V with the def2-TZVPD basis set

```
104
Properties=species:S:1:pos:R:3:forces:R:3:lowdin_charge:R:1
Y 1.750 -0.851 0.187 -0.4 0.7 -1.1 1.328
N -2.303 5.215 5.727 0.0 0.0 0.1 0.068
C -1.789 4.578 4.581 0.0 0.0 0.0 -0.338
C -0.889 5.241 3.753 0.0 0.0 0.0 -0.044
C -0.398 4.623 2.615 0.1 0.0 0.1 -0.068
C -0.806 3.341 2.288 -0.3 -0.1 0.0 -0.281
C -1.729 2.687 3.092 0.0 0.1 0.0 -0.058
C -2.212 3.297 4.237 0.0 0.0 0.0 -0.035
S -0.216 2.548 0.813 0.2 0.1 -0.1 0.579
O -1.350 1.866 0.235 0.0 0.0 0.0 -0.316
O 0.414 3.601 0.046 -0.1 0.0 -0.1 -0.319
N 0.830 1.425 1.268 -0.4 0.1 -0.2 -0.136
C 2.014 1.788 1.811 -0.2 -0.3 -0.4 -0.475
N 2.295 2.991 2.319 0.1 0.1 0.1 0.143
C 3.527 3.128 2.789 0.2 0.0 0.0 -0.140
C 4.488 2.128 2.773 0.0 -0.1 -0.1 -0.059
C 4.100 0.912 2.216 0.0 0.3 0.1 -0.114
N 2.878 0.754 1.754 0.3 -0.2 0.2 0.011
H -1.661 5.887 6.120 0.0 0.0 0.0 0.074
H -2.598 4.559 6.436 0.0 0.0 0.0 0.075
H -0.564 6.243 4.009 0.0 0.1 0.0 0.101
H 0.324 5.115 1.981 0.0 0.0 -0.1 0.104
H -2.076 1.703 2.823 0.0 -0.2 -0.1 0.097
H -2.923 2.776 4.866 0.0 0.0 0.0 0.106
H 3.767 4.105 3.199 0.0 0.0 0.0 0.099
H 5.486 2.286 3.153 0.0 0.0 0.0 0.085
H 4.751 0.049 2.127 0.0 0.0 0.0 0.094
C -4.574 0.075 -4.266 -0.1 0.0 0.0 -0.028
C -3.354 -0.027 -5.170 0.1 -0.1 -0.1 -0.322
C -3.355 0.987 -6.309 -0.1 -0.1 0.0 -0.144
C -3.235 2.402 -5.765 0.0 0.1 -0.1 -0.143
C -2.050 2.513 -4.848 0.1 -0.1 0.1 -0.144
C -1.403 3.713 -4.650 0.0 0.0 0.0 0.038
C -0.321 3.797 -3.783 0.1 -0.1 0.1 -0.247
F 0.272 5.005 -3.647 0.0 0.0 0.0 0.054
C 0.141 2.719 -3.078 -0.3 0.1 -0.1 0.090
C -0.498 1.488 -3.272 0.1 0.0 0.1 -0.023
C -0.044 0.322 -2.483 0.1 0.1 0.3 -0.264
O 0.763 0.503 -1.562 0.0 -0.1 -0.2 -0.058
C -0.584 -0.949 -2.883 -0.2 0.1 -0.1 -0.012
C -1.599 -0.962 -3.787 0.2 -0.2 0.1 0.028
N -2.128 0.123 -4.387 0.0 0.1 0.0 0.001
C -1.567 1.378 -4.167 0.0 -0.1 0.0 -0.074
C -0.103 -2.280 -2.351 0.1 0.1 0.0 -0.634
O -0.331 -3.295 -3.019 -0.1 -0.1 -0.1 0.002
O 0.513 -2.246 -1.249 -0.1 0.1 0.4 -0.188
H -5.490 0.042 -4.856 -0.1 0.0 0.0 0.080
H -4.561 1.001 -3.694 0.0 0.1 0.0 0.086
H -4.593 -0.745 -3.550 0.0 -0.1 0.0 0.085
H -3.302 -1.034 -5.599 -0.1 0.1 0.0 0.145
H -4.273 0.869 -6.891 0.0 0.0 0.0 0.114
H -2.513 0.773 -6.971 0.0 0.0 0.0 0.125
H -4.147 2.664 -5.221 0.0 0.0 0.0 0.116
H -3.145 3.126 -6.578 0.0 0.0 0.0 0.116
H -1.731 4.605 -5.168 0.0 0.0 0.0 0.123
H 0.945 2.793 -2.365 0.1 0.0 0.1 0.130
H -2.024 -1.921 -4.063 0.0 0.0 0.0 0.144
O 6.467 -1.011 -4.063 0.0 -0.2 0.2 0.088
C 5.804 -2.151 -4.166 0.2 0.2 0.2 -0.526
O 6.133 -3.017 -4.951 -0.1 -0.1 -0.2 0.051
C 4.655 -2.332 -3.249 -0.2 -0.2 -0.2 -0.055
C 3.867 -3.470 -3.199 0.1 0.1 0.1 0.004
N 2.942 -3.268 -2.248 0.0 0.2 -0.1 0.056
N 3.059 -2.058 -1.700 0.0 0.1 0.1 0.028
C 4.079 -1.471 -2.288 0.1 -0.1 0.1 -0.128
C 4.374 -0.065 -1.843 -0.2 -0.1 0.0 -0.563
O 5.314 0.535 -2.410 0.2 0.0 0.2 0.014
O 3.602 0.369 -0.962 0.0 0.2 0.2 -0.072
H 6.097 -0.424 -3.300 -0.2 0.2 -0.5 0.056
H 3.914 -4.376 -3.775 0.0 -0.1 0.0 0.128
H 2.110 -3.801 -2.023 0.0 0.0 0.0 0.151
N 4.406 -2.653 1.732 0.1 0.1 0.0 -0.063
C 3.537 -2.067 1.235 0.5 -0.6 0.3 -0.397
C 0.652 -4.228 2.143 -0.2 0.0 0.0 -0.251
Si -0.016 -2.429 2.021 0.1 0.0 0.3 0.676
C -1.896 -2.691 1.498 0.1 -0.1 0.1 -0.657
C -2.828 -3.193 2.603 0.0 0.0 -0.1 -0.128
C -1.947 -3.740 0.381 0.0 0.0 0.1 -0.121
C -2.453 -1.381 0.947 0.0 0.0 -0.1 -0.122
C 0.050 -1.872 3.912 0.0 -0.2 0.0 -0.669
C -0.721 -0.577 4.109 0.0 0.1 -0.1 -0.132
C 1.521 -1.566 4.213 0.1 0.0 0.0 -0.139
C -0.405 -2.907 4.943 -0.1 0.0 0.0 -0.121
H -0.008 -4.889 2.716 0.0 -0.1 0.0 0.008
H 1.637 -4.235 2.609 0.1 0.0 0.1 0.002
H 0.778 -4.665 1.153 0.0 0.0 -0.1 0.007
H -2.450 -4.096 3.082 0.1 -0.1 0.0 0.064
H -3.809 -3.441 2.174 -0.1 0.0 0.0 0.068
H -2.996 -2.450 3.381 0.0 0.1 0.1 0.055
H -1.707 -4.734 0.761 0.0 -0.1 0.0 0.067
H -1.261 -3.526 -0.434 0.1 0.0 0.0 0.046
H -2.965 -3.786 -0.030 -0.1 0.0 -0.1 0.074
H -2.437 -0.572 1.679 0.0 0.0 0.1 0.054
H -3.491 -1.515 0.614 -0.1 0.0 0.0 0.073
H -1.872 -1.028 0.095 0.1 0.0 -0.1 0.057
H -0.398 0.153 3.366 0.0 0.1 0.0 0.044
H -0.529 -0.150 5.103 0.0 0.0 0.1 0.077
H -1.801 -0.708 4.012 -0.1 0.0 0.0 0.060
H 1.897 -0.745 3.603 0.0 0.1 -0.1 0.042
H 2.176 -2.417 4.027 0.0 -0.1 0.0 0.061
H 1.638 -1.272 5.266 0.0 0.0 0.1 0.073
H -1.460 -3.164 4.855 0.0 0.0 0.0 0.048
H -0.248 -2.517 5.959 0.0 0.0 0.1 0.067
H 0.167 -3.832 4.865 0.1 -0.1 -0.1 0.065
```
Positions in Å, forces in eV/Å.

Computed properties:
HOMO-LUMO gap = 0.1890 hartree
Net charge = -2
ΔE to the lowest compared entry with this formula, charge and spin = 38.6 kJ/mol

---

C39H44N2O4S2 | ωB97M-V with the def2-TZVPD basis set

```
91
Properties=species:S:1:pos:R:3:forces:R:3:lowdin_charge:R:1
C 7.212 0.986 5.342 0.3 0.1 -0.2 -0.056
C 6.749 0.651 3.934 -0.2 0.0 0.0 -0.400
N 6.408 1.574 3.113 0.1 -0.1 0.0 0.106
C 6.761 -0.793 3.505 0.2 0.0 0.0 -0.108
C 5.417 -1.554 3.669 0.4 0.1 -0.3 -0.396
C 4.334 -0.758 2.901 0.0 0.3 -0.2 -0.177
C 3.444 0.240 3.661 -0.1 0.0 -0.2 -0.263
C 2.041 -0.292 3.999 -0.2 0.2 -0.3 -0.571
S 1.364 0.294 5.588 -0.2 0.0 0.1 0.645
C 5.073 -1.741 5.194 -0.2 -0.2 -0.5 -0.671
O 3.874 -2.004 5.420 -0.4 -0.1 0.0 -0.076
O 6.006 -1.628 6.001 0.4 0.2 0.4 -0.030
N 5.613 -2.861 2.957 -0.8 -0.1 0.3 -0.309
S 4.129 -3.802 2.997 0.1 0.0 0.2 0.761
C 6.804 -3.715 3.377 0.2 0.7 -0.4 -0.819
O 7.858 -3.314 2.852 0.3 0.1 -0.1 -0.076
O 6.588 -4.683 4.088 -0.2 -0.8 0.4 -0.069
H 6.389 1.411 5.918 0.0 -0.1 0.1 0.074
H 7.596 0.110 5.854 -0.2 0.0 0.1 0.060
H 8.006 1.741 5.262 -0.1 0.0 0.1 0.064
H 6.478 2.482 3.581 0.0 0.0 0.0 0.028
H 7.051 -0.851 2.455 -0.1 0.0 0.0 0.119
H 7.517 -1.319 4.081 0.0 0.0 0.0 0.105
H 3.688 -1.434 2.342 0.0 -0.1 0.1 0.051
H 4.872 -0.172 2.151 0.0 -0.1 0.0 0.089
H 3.303 1.099 2.992 0.1 0.1 0.2 0.096
H 3.923 0.639 4.556 0.1 -0.2 0.0 0.080
H 1.327 0.087 3.258 0.1 -0.2 -0.1 0.025
H 2.015 -1.379 3.985 0.2 0.0 0.3 0.052
H 2.351 1.131 5.907 0.1 0.0 0.0 -0.170
H 4.552 -4.664 2.064 0.0 0.0 -0.2 -0.157
C 0.556 0.476 -0.033 0.0 0.0 0.0 -0.068
C 0.528 1.218 -1.206 0.0 0.0 0.0 -0.096
C -0.683 1.656 -1.726 0.0 0.0 0.0 -0.127
C -1.868 1.360 -1.067 0.0 0.0 0.0 -0.111
C -1.839 0.624 0.110 -0.1 0.0 0.0 -0.103
C -0.630 0.178 0.625 0.0 0.0 0.0 -0.076
H 1.500 0.132 0.373 0.0 0.0 0.0 0.110
H 1.454 1.452 -1.717 0.0 0.0 0.0 0.105
H -0.701 2.229 -2.645 0.0 0.0 0.0 0.091
H -2.814 1.705 -1.470 0.0 0.0 0.0 0.087
H -2.762 0.395 0.629 0.0 0.0 0.0 0.090
H -0.606 -0.398 1.540 0.0 0.0 0.0 0.105
C -1.297 0.531 -5.163 0.0 0.0 0.0 -0.092
C -0.169 -0.187 -4.791 0.0 0.0 0.0 -0.078
C 0.639 -0.759 -5.766 0.0 0.0 0.0 -0.085
C 0.325 -0.603 -7.108 0.0 0.0 0.0 -0.118
C -0.802 0.120 -7.480 0.0 -0.1 0.0 -0.121
C -1.616 0.680 -6.507 0.0 0.0 0.0 -0.101
H -1.928 0.972 -4.402 0.0 0.0 0.0 0.090
H 0.077 -0.302 -3.744 0.0 0.0 0.0 0.096
H 1.516 -1.323 -5.475 0.0 0.0 0.0 0.105
H 0.961 -1.040 -7.868 0.0 0.0 0.0 0.101
H -1.043 0.246 -8.528 0.0 0.0 0.0 0.100
H -2.499 1.238 -6.795 0.0 0.0 0.0 0.098
C 0.810 3.967 -7.781 0.0 0.0 0.0 -0.088
C 1.136 5.097 -8.519 0.0 0.0 0.0 -0.102
C 2.166 5.046 -9.449 0.0 0.0 0.0 -0.107
C 2.867 3.864 -9.643 0.0 0.0 0.0 -0.104
C 2.539 2.734 -8.905 0.0 0.0 0.0 -0.090
C 1.512 2.785 -7.973 0.0 0.0 0.0 -0.083
H 0.009 4.005 -7.054 0.0 0.0 0.0 0.101
H 0.588 6.019 -8.368 0.0 0.0 0.0 0.097
H 2.424 5.929 -10.020 0.0 0.0 0.0 0.095
H 3.670 3.824 -10.367 0.0 0.0 0.0 0.096
H 3.086 1.812 -9.055 0.0 0.0 0.0 0.100
H 1.261 1.908 -7.394 0.0 0.0 0.0 0.081
C -7.207 -2.414 0.392 0.0 0.0 0.0 -0.120
C -5.834 -2.515 0.215 0.0 0.0 0.0 -0.094
C -5.126 -1.456 -0.336 0.1 0.0 0.0 -0.087
C -5.791 -0.294 -0.702 0.0 0.0 0.0 -0.090
C -7.164 -0.193 -0.524 0.0 0.0 0.0 -0.098
C -7.873 -1.254 0.021 0.0 0.0 0.0 -0.108
H -7.757 -3.239 0.828 0.0 0.0 0.0 0.102
H -5.314 -3.417 0.511 0.0 0.0 0.0 0.105
H -4.056 -1.534 -0.476 0.0 0.0 0.0 0.099
H -5.235 0.534 -1.125 0.0 0.0 0.0 0.093
H -7.680 0.716 -0.807 0.0 0.0 0.0 0.097
H -8.944 -1.176 0.162 0.0 0.0 0.0 0.097
C -7.063 -1.522 3.964 0.0 0.0 0.0 -0.086
C -6.305 -2.141 4.948 0.0 0.0 0.0 -0.084
C -6.669 -2.022 6.282 0.0 0.0 0.0 -0.094
C -7.795 -1.289 6.632 0.0 0.0 0.0 -0.104
C -8.554 -0.671 5.648 0.0 0.0 0.0 -0.107
C -8.186 -0.785 4.314 0.0 0.0 0.0 -0.098
H -6.776 -1.607 2.925 0.0 0.0 0.0 0.080
H -5.427 -2.711 4.676 0.0 0.0 0.0 0.105
H -6.072 -2.497 7.050 0.0 0.0 0.0 0.101
H -8.078 -1.195 7.673 0.0 0.0 0.0 0.096
H -9.431 -0.096 5.921 0.0 0.0 0.0 0.095
H -8.773 -0.297 3.545 0.0 0.0 0.0 0.096
```
Positions in Å, forces in eV/Å.

Computed properties:
HOMO-LUMO gap = 0.1416 hartree
Net charge = -2
ΔE to the lowest compared entry with this formula, charge and spin = 0.0 kJ/mol

---

no.,E (eV)
1,-93989.281
2,-73997.382